69
Properties=species:S:1:pos:R:3 method="wB97M-V/def2-TZVPD" multiplicity=2 energy_ev=-119110.717 e_homo_ev="-18.332 / -18.332" de_lowest_ev=0.5017 largest_force_ev_per_a=1.06 mol_weight_g_mol=793.25 homo_lumo_gap_ev="5.50 / 3.56" total_charge=+4 s2=0.7769
Ta 0.021 -0.145 -0.270
C 1.339 3.735 -1.542
C 1.545 2.389 -1.463
N 0.623 1.841 -0.610
N -0.179 2.864 -0.159
C 0.233 3.989 -0.710
B -1.451 2.618 0.755
N -2.433 1.704 -0.059
C -3.613 1.932 -0.629
C -4.077 0.775 -1.253
C -3.089 -0.149 -1.047
N -2.082 0.394 -0.316
N -0.985 1.744 1.946
C -1.235 1.951 3.232
C -0.629 0.945 3.980
C -0.010 0.145 3.054
N -0.216 0.623 1.797
N -1.955 3.916 1.240
C -3.155 4.607 1.263
C -2.964 5.749 1.955
C -1.615 5.692 2.370
N -0.986 4.614 1.927
H 1.889 4.456 -2.130
H 2.288 1.776 -1.954
H -0.266 4.924 -0.491
H -4.080 2.901 -0.584
H -5.008 0.646 -1.786
H -3.043 -1.172 -1.393
H -1.820 2.799 3.561
H -0.640 0.831 5.053
H 0.577 -0.738 3.236
H -4.064 4.255 0.809
H -3.679 6.536 2.127
H -1.074 6.419 2.961
Br 7.291 1.816 1.507
C 5.705 1.027 1.293
C 4.514 1.809 1.392
C 3.306 1.189 1.238
C 3.255 -0.202 1.001
C 4.435 -0.971 0.879
C 5.657 -0.375 1.029
N 1.974 -0.836 0.919
C 1.827 -1.964 1.522
C 0.566 -2.679 1.523
C 0.449 -3.877 2.188
C -0.786 -4.535 2.191
C -1.842 -3.948 1.532
C -1.648 -2.727 0.879
N -0.475 -2.104 0.868
H 4.574 2.870 1.603
H 2.391 1.753 1.367
H 4.390 -2.028 0.641
H 6.570 -0.953 0.951
H 2.641 -2.393 2.105
H 1.306 -4.300 2.700
H -0.907 -5.479 2.708
H -2.822 -4.409 1.516
H -2.472 -2.243 0.375
N -0.482 -0.511 -4.512
C -0.243 -0.759 -3.259
O -0.471 0.138 -2.366
C 0.284 -2.049 -2.756
C 1.075 -1.714 -1.490
H -0.866 0.379 -4.805
H -0.306 -1.202 -5.230
H 0.878 -2.586 -3.497
H -0.578 -2.687 -2.533
H 2.032 -1.241 -1.767
H 1.319 -2.626 -0.953


100
Properties=species:S:1:pos:R:3 method="wB97M-V/def2-TZVPD" energy_ev=-2977848.557 e_homo_ev=-8.809 de_lowest_ev=0.6414 largest_force_ev_per_a=3.14 mol_weight_g_mol=3769.49 homo_lumo_gap_ev=8.49 total_charge=0
C 0.629 1.602 -0.640
C -0.613 1.010 0.058
C -1.912 1.581 0.005
C -2.924 0.906 0.664
C -2.749 -0.266 1.395
C -1.472 -0.809 1.474
C -1.148 -2.087 2.274
C 0.183 -1.894 3.052
C 0.631 -3.008 4.038
C 1.763 -2.180 4.736
N 2.775 -1.536 3.848
C 3.402 -2.340 3.153
O 3.802 -2.928 2.214
O 0.981 -1.044 5.178
C 0.290 -0.666 3.998
O -0.068 0.460 3.880
C -0.430 -0.165 0.789
H 1.457 1.740 0.078
H 0.996 0.891 -1.403
H 0.418 2.568 -1.121
H -2.113 2.511 -0.538
H -3.945 1.307 0.623
H -3.567 -0.780 1.903
H -0.964 -2.900 1.548
H -1.988 -2.404 2.912
H 0.939 -2.005 2.258
H 1.069 -3.928 3.612
H -0.044 -3.238 4.874
H 2.271 -2.671 5.568
H 0.590 -0.565 0.790
C -0.159 5.959 0.086
Br 0.418 4.640 1.359
Br -1.534 5.235 -1.049
Br -0.681 7.604 0.948
H 0.679 6.193 -0.558
C 3.700 -1.238 8.884
Br 3.207 -2.817 9.880
Br 5.524 -1.314 8.261
Br 2.488 -0.886 7.422
H 3.631 -0.401 9.568
C -1.656 4.699 -5.141
Br -0.980 3.326 -6.312
Br -2.219 6.264 -6.119
Br -3.057 4.029 -3.996
H -0.839 5.002 -4.499
C 2.578 0.878 12.501
Br 2.184 -0.729 13.491
Br 4.403 0.905 11.872
Br 1.331 1.153 11.056
H 2.463 1.710 13.185
C -3.895 0.336 -7.931
Br -3.003 0.168 -6.228
Br -4.112 2.184 -8.448
Br -3.013 -0.689 -9.306
H -4.888 -0.078 -7.812
C 8.227 1.733 10.309
Br 7.825 0.122 11.296
Br 10.047 1.736 9.669
Br 6.960 2.041 8.888
H 8.131 2.562 10.998
C -1.593 -2.911 7.887
Br -1.566 -0.990 7.723
Br -2.821 -3.718 6.632
Br 0.176 -3.665 7.737
H -1.954 -3.142 8.880
C 3.575 4.400 3.996
Br 4.424 4.154 5.708
Br 3.442 6.262 3.515
Br 4.435 3.367 2.612
H 2.564 4.023 4.091
C 6.060 -6.039 3.876
Br 4.801 -4.616 4.225
Br 5.973 -6.629 2.042
Br 7.852 -5.543 4.386
H 5.773 -6.878 4.495
C -1.989 -0.421 -13.431
Br -1.349 -1.717 -12.146
Br -3.378 -1.157 -14.545
Br -2.545 1.221 -12.586
H -1.157 -0.177 -14.079
C -6.918 -2.468 -15.355
Br -6.275 -3.759 -14.069
Br -8.309 -3.203 -16.470
Br -7.471 -0.827 -14.505
H -6.087 -2.224 -16.005
C -3.324 -5.244 -11.581
Br -1.945 -4.698 -10.349
Br -2.888 -6.908 -12.452
Br -5.056 -5.313 -10.730
H -3.379 -4.485 -12.354
C 0.193 5.246 12.543
Br -0.224 3.650 13.543
Br 2.020 5.235 11.920
Br -1.055 5.529 11.101
H 0.092 6.083 13.222
C -4.358 0.053 -18.695
Br -3.841 -1.769 -18.314
Br -6.231 0.183 -19.135
Br -3.881 1.245 -17.256
H -3.802 0.366 -19.569


73
Properties=species:S:1:pos:R:3 method="wB97M-V/def2-TZVPD" multiplicity=4 energy_ev=-122991.116 e_homo_ev="-3.758 / -6.060" largest_force_ev_per_a=2.46 mol_weight_g_mol=743.62 homo_lumo_gap_ev="5.88 / 7.81" total_charge=-1 s2=3.9007
Cr -0.370 -0.163 0.077
O 0.363 2.172 2.249
P 0.889 0.657 2.437
O 1.561 0.470 3.734
O -0.294 -0.223 2.108
O 1.929 0.580 1.204
P 2.301 -0.883 0.544
O 2.674 -1.701 1.883
O 3.445 -0.793 -0.351
O 0.989 -1.484 0.049
H 0.883 2.733 2.821
H 2.164 -1.407 2.644
N -0.484 5.206 -5.928
C -0.248 4.121 -5.101
C 0.598 4.250 -3.999
C 0.869 3.156 -3.206
C 0.307 1.929 -3.497
C -0.497 1.770 -4.610
C -0.781 2.865 -5.402
S 0.765 0.564 -2.439
O 1.252 1.150 -1.212
O 1.629 -0.272 -3.211
N -0.524 -0.272 -1.972
C -1.850 -0.204 -2.084
N -2.440 -1.326 -1.512
C -3.484 0.252 0.059
C -4.263 1.064 -0.969
C -3.732 1.123 -2.319
N -2.517 0.749 -2.703
H -0.339 6.111 -5.510
H -1.310 5.141 -6.501
H 1.044 5.208 -3.775
H 1.520 3.219 -2.351
H -0.899 0.796 -4.834
H -1.419 2.760 -6.268
H -3.978 0.316 1.035
H -5.324 0.811 -0.946
H -4.276 1.728 -3.034
C 0.670 7.238 -1.406
C 0.700 6.187 -0.282
C 2.040 5.450 -0.339
C 0.575 6.915 1.065
C -0.494 5.248 -0.386
C -1.764 5.806 -0.563
C -2.893 5.022 -0.547
C -2.830 3.649 -0.333
S -4.396 2.864 -0.190
C -2.084 0.707 0.163
N -1.381 1.725 0.048
C -1.559 3.060 -0.175
C -0.418 3.879 -0.212
C -3.288 -1.196 -0.353
C -4.318 -2.198 -0.134
C -3.988 -3.505 -0.060
C -2.627 -3.933 -0.002
C -1.608 -3.047 0.024
C -1.815 -1.644 -0.240
H 1.613 7.781 -1.442
H -0.116 7.973 -1.248
H 0.510 6.764 -2.370
H 2.862 6.155 -0.227
H 2.157 4.947 -1.293
H 2.121 4.715 0.454
H 1.379 7.638 1.184
H 0.617 6.200 1.882
H -0.374 7.443 1.122
H -1.878 6.871 -0.694
H -3.863 5.480 -0.668
H 0.519 3.366 -0.068
H -5.333 -1.863 0.033
H -4.762 -4.249 0.077
H -2.439 -4.988 0.142
H -0.595 -3.342 0.247


63
Properties=species:S:1:pos:R:3 method="wB97M-V/def2-TZVPD" energy_ev=-47623.383 e_homo_ev=-8.162 de_lowest_ev=24.1831 largest_force_ev_per_a=19.32 mol_weight_g_mol=499.51 homo_lumo_gap_ev=8.08 total_charge=0
C 3.871 0.485 -6.724
C 2.367 -0.071 -6.293
O 2.136 -0.149 -4.851
C 2.852 -1.063 -4.270
C 2.184 -1.180 -2.994
C 2.817 -2.147 -2.160
C 2.434 -2.166 -0.873
C 1.402 -1.504 -0.278
C 1.032 -0.439 -1.131
C 1.462 -0.195 -2.384
H 1.357 0.447 -2.963
O 0.215 0.379 -0.552
C -0.369 1.724 -1.345
H -0.708 1.418 -2.053
H 0.607 2.184 -1.568
H -0.701 2.379 -0.615
C 0.777 -1.225 1.044
C -0.309 -1.946 1.287
C -1.051 -1.962 2.674
C -0.364 -1.016 3.564
C 0.708 -0.521 3.266
C 1.614 -0.568 2.105
H 2.434 -0.110 2.013
H 1.336 0.261 4.107
C -1.353 -1.044 4.825
H -2.096 -1.520 4.983
H -0.750 -0.629 5.550
C -1.912 0.513 4.777
N -2.162 1.014 3.206
C -3.142 1.939 2.898
O -3.684 2.517 3.723
C -3.472 1.795 1.342
C -3.595 0.728 0.707
C -3.938 0.816 -0.799
C -3.923 2.018 -1.414
C -3.587 3.072 -0.487
C -3.571 2.968 0.709
F -3.031 4.416 1.433
H -3.677 4.099 -1.115
H -3.914 1.983 -2.408
H -4.015 0.024 -1.183
F -3.331 -0.372 1.252
H -1.729 0.376 2.493
H -2.936 0.725 5.102
C -1.040 1.618 5.238
O -0.140 1.593 5.871
O -1.709 3.058 5.300
H -2.641 3.120 4.858
H -1.990 -2.500 2.756
H -0.649 -2.678 0.498
O 2.837 -3.484 -0.070
C 2.568 -3.725 1.286
H 2.765 -2.887 2.047
H 1.518 -3.740 1.451
H 3.160 -4.384 1.576
H 3.647 -2.865 -2.308
H 2.779 -2.083 -4.848
H 4.067 -0.794 -4.296
H 2.374 -1.167 -6.733
H 1.792 0.799 -6.673
H 3.881 1.372 -6.318
H 4.652 -0.190 -6.408
H 3.844 0.486 -7.827


63
Properties=species:S:1:pos:R:3 method="wB97M-V/def2-TZVPD" energy_ev=-76656.868 e_homo_ev=-3.584 largest_force_ev_per_a=1.83 mol_weight_g_mol=551.77 homo_lumo_gap_ev=5.71 total_charge=-1
K -0.817 0.603 0.749
F -6.373 -0.515 -1.129
C -5.639 -0.261 -0.002
C -4.369 0.266 -0.111
C -3.576 0.532 1.018
C -4.167 0.240 2.269
C -5.445 -0.301 2.331
F -6.009 -0.642 3.534
C -6.214 -0.569 1.215
C -3.389 0.522 3.515
C -3.996 0.935 4.706
C -3.218 1.209 5.814
C -1.841 1.068 5.729
C -1.316 0.665 4.513
N -2.056 0.401 3.439
H -3.994 0.464 -1.115
H -7.201 -1.000 1.299
H -5.069 1.052 4.750
H -3.683 1.535 6.737
H -1.192 1.271 6.570
H -0.243 0.555 4.385
C 4.572 2.615 -1.426
Si 3.502 1.060 -1.274
C 2.146 1.239 -2.570
C 4.603 -0.352 -1.901
N 2.797 0.814 0.237
C 3.474 0.668 1.386
C 4.891 0.647 1.565
C 5.507 0.516 2.799
C 4.765 0.392 3.969
C 3.376 0.400 3.854
C 2.793 0.525 2.620
F 1.424 0.522 2.561
H 4.884 2.772 -2.463
H 5.472 2.552 -0.809
H 4.016 3.499 -1.100
H 2.508 1.770 -3.456
H 1.291 1.783 -2.166
H 1.798 0.254 -2.897
H 4.813 -0.240 -2.970
H 4.109 -1.317 -1.751
H 5.560 -0.389 -1.375
H 5.509 0.744 0.678
H 6.591 0.512 2.847
H 5.242 0.292 4.935
H 2.734 0.305 4.723
C -2.390 -2.280 -1.601
S -0.795 -1.472 -1.787
O -1.035 -0.031 -1.473
C -0.692 -1.601 -3.571
C -0.967 -0.475 -4.326
C -0.875 -0.558 -5.709
C -0.507 -1.751 -6.315
C -0.220 -2.869 -5.541
C -0.304 -2.795 -4.159
H -3.099 -1.834 -2.296
H -2.714 -2.104 -0.575
H -2.262 -3.346 -1.792
H -1.228 0.447 -3.823
H -1.081 0.316 -6.313
H -0.429 -1.809 -7.392
H 0.083 -3.795 -6.014
H -0.056 -3.654 -3.546


65
Properties=species:S:1:pos:R:3 method="wB97M-V/def2-TZVPD" energy_ev=-104261.031 e_homo_ev="-10.636 / -10.634" largest_force_ev_per_a=1.15 mol_weight_g_mol=705.31 homo_lumo_gap_ev="7.17 / 7.17" total_charge=+1
Fe 0.418 0.547 0.348
O 0.468 1.432 2.207
S 0.883 2.591 1.280
O 1.911 3.430 1.872
O 2.467 0.186 0.436
C -0.587 3.608 1.081
C -0.532 4.959 1.375
C -1.628 5.757 1.079
C -2.751 5.208 0.476
C -2.795 3.854 0.178
C -1.706 3.043 0.472
P -1.721 1.241 0.243
C -2.881 0.688 1.537
C -2.350 0.210 2.736
C -3.192 -0.162 3.775
C -4.567 -0.056 3.629
C -5.102 0.435 2.446
C -4.265 0.809 1.408
C -2.538 0.891 -1.345
C -2.099 1.602 -2.460
C -2.532 1.254 -3.731
C -3.400 0.187 -3.909
C -3.841 -0.533 -2.805
C -3.412 -0.184 -1.530
H 0.366 5.365 1.821
H -1.599 6.814 1.308
H -3.596 5.838 0.232
H -3.675 3.433 -0.294
H -1.278 0.174 2.866
H -2.771 -0.518 4.706
H -5.223 -0.338 4.442
H -6.174 0.538 2.336
H -4.696 1.207 0.497
H -1.380 2.403 -2.351
H -2.176 1.815 -4.583
H -3.743 -0.074 -4.900
H -4.555 -1.339 -2.933
H -3.809 -0.720 -0.676
I 7.503 1.931 -0.295
C 5.513 1.712 -0.872
C 5.073 2.246 -2.072
C 3.744 2.096 -2.426
C 2.834 1.410 -1.624
C 3.317 0.887 -0.430
C 4.638 1.030 -0.043
C 1.406 1.317 -2.128
O 1.030 2.094 -2.986
O 0.663 0.370 -1.623
H 5.755 2.779 -2.718
H 3.368 2.523 -3.345
H 2.802 0.265 1.341
H 4.975 0.620 0.900
N -1.546 -3.403 -1.639
C -1.381 -3.540 -0.137
C -1.196 -2.142 0.424
N 0.027 -1.490 -0.009
H -1.630 -4.307 -2.108
H -0.742 -2.912 -2.043
H -2.376 -2.839 -1.861
H -0.529 -4.197 0.035
H -2.285 -4.012 0.242
H -1.260 -2.147 1.511
H -2.034 -1.541 0.075
H 0.069 -1.216 -0.995
H 0.858 -2.020 0.236


58
Properties=species:S:1:pos:R:3 method="wB97M-V/def2-TZVPD" energy_ev=-38725.794 e_homo_ev=-14.677 largest_force_ev_per_a=0.54 mol_weight_g_mol=512.25 homo_lumo_gap_ev=8.14 total_charge=+2
Sn 0.468 -0.726 0.031
C -2.371 -4.081 0.038
C -3.564 -3.375 0.121
C -3.569 -1.989 0.121
C -2.368 -1.286 0.052
C -1.176 -2.008 -0.018
C -1.162 -3.395 -0.033
C -2.299 0.195 0.058
C -3.436 1.021 0.092
C -3.285 2.378 0.113
C -2.001 2.965 0.097
C -1.788 4.362 0.121
C -0.521 4.867 0.115
C 0.589 3.995 0.079
C 0.413 2.639 0.047
C -0.890 2.102 0.057
N -1.084 0.741 0.037
H -2.378 -5.163 0.034
H -4.502 -3.909 0.187
H -4.518 -1.473 0.176
H -0.233 -3.947 -0.100
H -4.422 0.584 0.104
H -4.160 3.017 0.143
H -2.647 5.022 0.144
H -0.359 5.936 0.133
H 1.589 4.408 0.075
H 1.273 1.976 0.006
C -0.512 0.142 3.013
N 0.563 -0.644 2.374
C 0.502 -2.047 2.840
C 1.886 -0.064 2.674
C 2.902 -0.452 1.633
C 4.249 -0.589 1.945
C 5.176 -0.851 0.946
C 4.779 -0.972 -0.380
C 3.435 -0.852 -0.714
C 2.523 -0.595 0.304
H -0.426 0.098 4.101
H -1.480 -0.266 2.725
H -0.451 1.181 2.695
H 0.680 -2.093 3.917
H 1.263 -2.642 2.334
H -0.479 -2.465 2.624
H 2.224 -0.363 3.670
H 1.781 1.024 2.678
H 4.574 -0.484 2.974
H 6.220 -0.963 1.205
H 5.509 -1.171 -1.152
H 3.118 -0.953 -1.742
C -0.487 0.802 -5.313
C 0.410 -0.366 -4.876
C 0.523 -0.446 -3.422
N 0.602 -0.498 -2.279
H -0.495 0.848 -6.398
H -0.112 1.750 -4.931
H -1.509 0.660 -4.967
H 1.417 -0.262 -5.283
H 0.013 -1.320 -5.226


What did the second record say?
100
Properties=species:S:1:pos:R:3 method="wB97M-V/def2-TZVPD" energy_ev=-2977848.557 e_homo_ev=-8.809 de_lowest_ev=0.6414 largest_force_ev_per_a=3.14 mol_weight_g_mol=3769.49 homo_lumo_gap_ev=8.49 total_charge=0
C 0.629 1.602 -0.640
C -0.613 1.010 0.058
C -1.912 1.581 0.005
C -2.924 0.906 0.664
C -2.749 -0.266 1.395
C -1.472 -0.809 1.474
C -1.148 -2.087 2.274
C 0.183 -1.894 3.052
C 0.631 -3.008 4.038
C 1.763 -2.180 4.736
N 2.775 -1.536 3.848
C 3.402 -2.340 3.153
O 3.802 -2.928 2.214
O 0.981 -1.044 5.178
C 0.290 -0.666 3.998
O -0.068 0.460 3.880
C -0.430 -0.165 0.789
H 1.457 1.740 0.078
H 0.996 0.891 -1.403
H 0.418 2.568 -1.121
H -2.113 2.511 -0.538
H -3.945 1.307 0.623
H -3.567 -0.780 1.903
H -0.964 -2.900 1.548
H -1.988 -2.404 2.912
H 0.939 -2.005 2.258
H 1.069 -3.928 3.612
H -0.044 -3.238 4.874
H 2.271 -2.671 5.568
H 0.590 -0.565 0.790
C -0.159 5.959 0.086
Br 0.418 4.640 1.359
Br -1.534 5.235 -1.049
Br -0.681 7.604 0.948
H 0.679 6.193 -0.558
C 3.700 -1.238 8.884
Br 3.207 -2.817 9.880
Br 5.524 -1.314 8.261
Br 2.488 -0.886 7.422
H 3.631 -0.401 9.568
C -1.656 4.699 -5.141
Br -0.980 3.326 -6.312
Br -2.219 6.264 -6.119
Br -3.057 4.029 -3.996
H -0.839 5.002 -4.499
C 2.578 0.878 12.501
Br 2.184 -0.729 13.491
Br 4.403 0.905 11.872
Br 1.331 1.153 11.056
H 2.463 1.710 13.185
C -3.895 0.336 -7.931
Br -3.003 0.168 -6.228
Br -4.112 2.184 -8.448
Br -3.013 -0.689 -9.306
H -4.888 -0.078 -7.812
C 8.227 1.733 10.309
Br 7.825 0.122 11.296
Br 10.047 1.736 9.669
Br 6.960 2.041 8.888
H 8.131 2.562 10.998
C -1.593 -2.911 7.887
Br -1.566 -0.990 7.723
Br -2.821 -3.718 6.632
Br 0.176 -3.665 7.737
H -1.954 -3.142 8.880
C 3.575 4.400 3.996
Br 4.424 4.154 5.708
Br 3.442 6.262 3.515
Br 4.435 3.367 2.612
H 2.564 4.023 4.091
C 6.060 -6.039 3.876
Br 4.801 -4.616 4.225
Br 5.973 -6.629 2.042
Br 7.852 -5.543 4.386
H 5.773 -6.878 4.495
C -1.989 -0.421 -13.431
Br -1.349 -1.717 -12.146
Br -3.378 -1.157 -14.545
Br -2.545 1.221 -12.586
H -1.157 -0.177 -14.079
C -6.918 -2.468 -15.355
Br -6.275 -3.759 -14.069
Br -8.309 -3.203 -16.470
Br -7.471 -0.827 -14.505
H -6.087 -2.224 -16.005
C -3.324 -5.244 -11.581
Br -1.945 -4.698 -10.349
Br -2.888 -6.908 -12.452
Br -5.056 -5.313 -10.730
H -3.379 -4.485 -12.354
C 0.193 5.246 12.543
Br -0.224 3.650 13.543
Br 2.020 5.235 11.920
Br -1.055 5.529 11.101
H 0.092 6.083 13.222
C -4.358 0.053 -18.695
Br -3.841 -1.769 -18.314
Br -6.231 0.183 -19.135
Br -3.881 1.245 -17.256
H -3.802 0.366 -19.569